{
  "formula": "C44H81F15O22",
  "method": "ωB97M-V with the def2-TZVPD basis set",
  "elements": ["C", "O", "C", "C", "O", "C", "C", "O", "C", "H", "H", "H", "H", "H", "H", "H", "H", "H", "H", "H", "H", "H", "H", "C", "O", "C", "C", "O", "C", "C", "O", "C", "H", "H", "H", "H", "H", "H", "H", "H", "H", "H", "H", "H", "H", "H", "C", "O", "C", "C", "O", "C", "C", "O", "C", "H", "H", "H", "H", "H", "H", "H", "H", "H", "H", "H", "H", "H", "H", "C", "O", "C", "C", "O", "C", "C", "O", "C", "H", "H", "H", "H", "H", "H", "H", "H", "H", "H", "H", "H", "H", "H", "C", "C", "O", "C", "O", "C", "F", "F", "F", "H", "H", "H", "H", "H", "C", "C", "O", "C", "O", "C", "F", "F", "F", "H", "H", "H", "H", "H", "C", "C", "O", "C", "O", "C", "F", "F", "F", "H", "H", "H", "H", "H", "C", "C", "O", "C", "O", "C", "F", "F", "F", "H", "H", "H", "H", "H", "C", "C", "O", "C", "O", "C", "F", "F", "F", "H", "H", "H", "H", "H"],
  "xyz": [[2.82903, -4.07920, -1.66154], [2.93915, -3.30991, -0.46707], [1.71646, -2.85760, 0.09880], [1.24989, -1.53549, -0.67098], [2.26650, -0.52903, -0.52302], [1.77376, 0.81465, -0.77402], [2.90297, 1.83970, -0.93248], [2.38712, 3.20179, -0.93995], [3.10857, 4.13869, -1.63457], [3.77029, -4.48001, -2.03771], [2.40849, -3.56370, -2.52496], [2.20177, -4.97059, -1.66875], [1.77168, -2.71672, 1.17824], [0.89426, -3.57204, 0.05794], [0.25820, -1.13835, -0.45429], [1.17221, -1.83607, -1.71582], [1.18072, 1.05958, 0.10711], [1.12859, 0.83958, -1.65222], [3.43591, 1.67675, -1.86923], [3.65834, 1.67859, -0.16335], [2.81500, 5.17517, -1.46841], [3.11240, 3.96816, -2.71114], [4.17093, 4.03140, -1.41550], [-5.89405, -5.43949, 2.22938], [-4.88885, -4.36192, 2.01243], [-4.99564, -3.36679, 2.92307], [-6.21348, -2.51921, 2.56647], [-5.98632, -1.11717, 2.75707], [-7.10060, -0.28375, 3.08677], [-7.80430, -0.43587, 4.50879], [-7.06884, 0.05630, 5.68526], [-7.75873, -0.07354, 6.89756], [-5.88479, -5.71138, 3.28489], [-5.77234, -6.34277, 1.63157], [-6.93283, -5.10930, 2.22501], [-4.07693, -2.78029, 2.91393], [-5.12885, -3.67013, 3.96149], [-7.11317, -2.81741, 3.10472], [-6.50588, -2.65949, 1.52583], [-7.86612, -0.38083, 2.31693], [-6.74964, 0.74588, 3.01743], [-7.89366, -1.47538, 4.82427], [-8.71347, 0.16427, 4.47172], [-7.91091, -1.05880, 7.33824], [-8.65980, 0.53959, 6.91388], [-7.18893, 0.48913, 7.63705], [2.53255, 7.23745, 3.07460], [2.82429, 8.65013, 2.93546], [1.75352, 9.65806, 3.08183], [1.03035, 9.93910, 1.75495], [-0.04522, 10.80393, 1.99702], [-0.76602, 11.16363, 0.90875], [-1.12949, 12.67886, 0.87950], [-1.64625, 13.15747, 2.15476], [-2.79438, 12.57180, 2.55425], [2.11717, 6.97368, 4.04722], [3.41314, 6.60012, 2.99423], [1.70551, 6.98499, 2.41098], [2.30952, 10.57496, 3.27739], [0.97122, 9.57489, 3.83627], [0.85503, 8.97828, 1.27101], [1.71453, 10.29213, 0.98334], [-1.72459, 10.64478, 0.91365], [-0.44428, 10.92692, -0.10543], [-1.97589, 12.86524, 0.21845], [-0.18200, 13.18525, 0.69531], [-2.44613, 11.57229, 2.81464], [-3.46528, 12.52598, 1.69641], [-3.30199, 13.01315, 3.41194], [-0.06468, 0.67088, 5.48673], [-1.19554, 0.46871, 6.35402], [-2.39795, 1.12400, 5.91593], [-2.30732, 2.74030, 6.04796], [-2.22962, 3.37165, 4.75718], [-2.72679, 4.71373, 4.74026], [-2.44252, 5.26256, 3.34805], [-3.20380, 4.77577, 2.28258], [-2.78403, 3.58720, 1.61327], [0.28900, 1.70009, 5.54792], [-0.35353, 0.53216, 4.44489], [0.74883, 0.04495, 5.85349], [-3.15699, 0.62323, 6.51691], [-2.49201, 0.76128, 4.89236], [-1.44710, 3.01740, 6.65735], [-3.22966, 3.07493, 6.52274], [-2.19109, 5.22678, 5.53896], [-3.77422, 4.80554, 5.02757], [-1.37941, 5.13149, 3.14622], [-2.66844, 6.32595, 3.42714], [-3.42734, 3.27694, 0.78987], [-2.76491, 2.69671, 2.24157], [-1.80124, 3.55382, 1.14305], [-10.32535, 1.15293, -5.48965], [-9.53586, 1.86108, -4.35561], [-8.19965, 1.57655, -4.35357], [-7.76547, 0.40458, -3.70595], [-8.44439, -0.49675, -3.18645], [-6.20794, 0.20914, -3.85028], [-6.00999, -0.69736, -4.90704], [-5.68065, 1.35118, -4.25166], [-5.68230, -0.15462, -2.72126], [-10.44766, 0.13276, -5.12578], [-9.79249, 1.16223, -6.44049], [-11.28123, 1.66317, -5.60811], [-10.02597, 1.62787, -3.41035], [-9.57927, 2.94102, -4.49689], [7.75158, -0.44473, -3.76902], [8.58840, 0.76975, -4.19804], [8.77922, 1.61848, -3.07123], [9.67771, 2.56710, -3.05438], [10.31453, 2.89422, -4.05129], [9.91719, 3.37194, -1.72120], [9.03440, 2.93390, -0.78812], [11.19541, 3.22284, -1.38400], [9.77243, 4.68321, -1.91389], [8.12747, -0.94697, -2.87764], [7.47027, -1.13938, -4.56048], [6.77376, -0.07215, -3.46382], [8.20129, 1.20093, -5.12125], [9.53558, 0.35120, -4.53829], [0.82457, -2.49304, -7.62221], [-0.02272, -1.69872, -8.61483], [0.69532, -1.64379, -9.81861], [1.55265, -0.65009, -10.00247], [1.93495, 0.28630, -9.19670], [2.28149, -0.67315, -11.39669], [3.56150, -0.90387, -11.14709], [1.61059, -1.53226, -12.06424], [2.25545, 0.48533, -11.96948], [0.90239, -3.54297, -7.90450], [0.41375, -2.55665, -6.61459], [1.86594, -2.17110, -7.62125], [-0.32596, -0.79567, -8.08507], [-0.89984, -2.31950, -8.79752], [3.19889, -11.53729, -3.09211], [4.60801, -11.01544, -3.51001], [5.32590, -12.23675, -3.89512], [6.33299, -12.74488, -3.19249], [6.71106, -12.26788, -2.17010], [6.98955, -13.97120, -3.90012], [6.51014, -14.07462, -5.18021], [8.33160, -13.76114, -3.93822], [6.56079, -14.98797, -3.16359], [3.20437, -12.29892, -2.31237], [2.77971, -11.92852, -4.01910], [2.52901, -10.71220, -2.85003], [4.98270, -10.58480, -2.58145], [4.57829, -10.23167, -4.26694], [5.05361, -7.94225, 4.20585], [4.54671, -6.59150, 3.85680], [3.33874, -6.32076, 4.52163], [3.16791, -6.11322, 5.84278], [4.17666, -5.74929, 6.52292], [1.74342, -6.31652, 6.50898], [1.59677, -7.68307, 6.78180], [1.73543, -5.58052, 7.66741], [0.73497, -6.06494, 5.62562], [4.22701, -8.63215, 4.03601], [5.39300, -7.93826, 5.24167], [5.92866, -8.24198, 3.62917], [4.36134, -6.56342, 2.78304], [5.19263, -5.72993, 4.02585]],
  "lowdin_charge": [-0.119, -0.164, -0.170, -0.165, -0.149, -0.169, -0.159, -0.184, -0.155, 0.084, 0.073, 0.080, 0.118, 0.113, 0.116, 0.102, 0.124, 0.124, 0.118, 0.126, 0.091, 0.083, 0.082, -0.048, -0.166, -0.259, -0.186, -0.146, -0.154, -0.131, -0.211, -0.150, 0.078, 0.088, 0.076, 0.134, 0.123, 0.109, 0.129, 0.116, 0.121, 0.110, 0.116, 0.086, 0.082, 0.083, -0.093, -0.195, -0.144, -0.212, -0.094, -0.258, -0.125, -0.197, -0.160, 0.073, 0.086, 0.071, 0.122, 0.126, 0.118, 0.127, 0.114, 0.130, 0.119, 0.126, 0.083, 0.088, 0.095, -0.094, -0.227, -0.136, -0.136, -0.177, -0.187, -0.213, -0.155, -0.102, 0.075, 0.083, 0.088, 0.116, 0.109, 0.119, 0.109, 0.121, 0.125, 0.125, 0.123, 0.081, 0.073, 0.080, -0.045, -0.266, 0.000, -0.253, 0.128, -0.536, 0.107, 0.171, 0.216, 0.072, 0.079, 0.076, 0.125, 0.124, -0.062, -0.202, 0.043, -0.361, 0.131, -0.524, 0.148, 0.174, 0.171, 0.081, 0.080, 0.069, 0.131, 0.123, -0.067, -0.210, 0.035, -0.285, 0.074, -0.661, 0.185, 0.224, 0.214, 0.074, 0.080, 0.080, 0.130, 0.127, -0.062, -0.153, 0.007, -0.401, 0.162, -0.489, 0.135, 0.158, 0.184, 0.083, 0.071, 0.073, 0.109, 0.124, -0.061, -0.242, -0.001, -0.277, 0.091, -0.410, 0.101, 0.143, 0.139, 0.092, 0.082, 0.086, 0.126, 0.130],
  "smiles": "CCOC(=O)C(F)(F)F.CCOC(=O)C(F)(F)F.CCOC(=O)C(F)(F)F.CCOC(=O)C(F)(F)F.CCOC(=O)C(F)(F)F.COCCOCCOC.COCCOCCOC.COCCOCCOC.COCCOCCOC",
  "charge": 0,
  "lumo_energy_ev": 0.096,
  "total_energy_ha": -4877.933556,
  "relative_energy_ev": 4.0008,
  "orbital_gap_ev": 9.43
}

=====

{
  "formula": "C44H82BrCl36N2O2",
  "method": "ωB97M-V with the def2-TZVPD basis set",
  "elements": ["C", "C", "C", "C", "C", "C", "C", "N", "C", "C", "C", "C", "O", "C", "C", "Br", "C", "C", "C", "C", "C", "C", "N", "C", "C", "C", "C", "C", "C", "C", "O", "H", "H", "H", "H", "H", "H", "H", "H", "H", "H", "H", "H", "H", "H", "H", "H", "H", "H", "H", "H", "H", "H", "H", "H", "H", "H", "H", "H", "H", "H", "H", "H", "H", "H", "H", "H", "H", "H", "H", "H", "H", "H", "H", "H", "H", "H", "C", "Cl", "Cl", "H", "H", "C", "Cl", "Cl", "H", "H", "C", "Cl", "Cl", "H", "H", "C", "Cl", "Cl", "H", "H", "C", "Cl", "Cl", "H", "H", "C", "Cl", "Cl", "H", "H", "C", "Cl", "Cl", "H", "H", "C", "Cl", "Cl", "H", "H", "C", "Cl", "Cl", "H", "H", "C", "Cl", "Cl", "H", "H", "C", "Cl", "Cl", "H", "H", "C", "Cl", "Cl", "H", "H", "C", "Cl", "Cl", "H", "H", "C", "Cl", "Cl", "H", "H", "C", "Cl", "Cl", "H", "H", "C", "Cl", "Cl", "H", "H", "C", "Cl", "Cl", "H", "H", "C", "Cl", "Cl", "H", "H"],
  "xyz": [[-4.30087, -7.56312, -0.50231], [-5.75195, -7.57955, 0.23337], [-6.52813, -6.16165, 0.03768], [-6.15320, -5.14812, 1.21993], [-6.72870, -3.67140, 0.96083], [-7.25757, -2.91721, 2.28638], [-6.26557, -2.97625, 3.53845], [-5.64181, -1.68900, 3.96994], [-4.53203, -1.92478, 4.97141], [-4.97620, -2.74024, 6.27995], [-6.15111, -2.05438, 7.13932], [-3.88867, -0.53321, 5.52742], [-3.33070, 0.26107, 4.45262], [-4.47690, 0.46753, 3.55138], [-4.27372, 1.74648, 2.61746], [-4.55146, 1.50744, 0.68084], [-5.22765, 2.95739, 3.12471], [-6.68211, 2.91254, 2.39583], [-5.00163, -0.86673, 2.84992], [-3.99598, -1.66988, 1.92314], [-2.49585, -1.13014, 1.80684], [-1.81967, -1.55493, 0.38440], [-0.44351, -0.91287, 0.38759], [0.50242, -1.98073, -0.05347], [2.04184, -1.56787, -0.00806], [2.83220, -1.57182, -1.37300], [4.36883, -1.22165, -1.39388], [5.14734, -0.86332, -0.07545], [4.32942, -0.85084, 1.26563], [2.79973, -1.20217, 1.29135], [2.15939, -1.16254, 2.58622], [-4.47462, -7.37867, -1.61431], [-3.69503, -6.73000, -0.00595], [-3.78133, -8.58280, -0.36247], [-6.39415, -8.45074, -0.14601], [-5.60985, -7.70061, 1.37038], [-7.64245, -6.40896, 0.05502], [-6.20010, -5.77943, -1.00115], [-6.64443, -5.53227, 2.19281], [-5.01272, -5.11358, 1.42496], [-5.98867, -3.06793, 0.33737], [-7.66572, -3.80497, 0.29121], [-7.59334, -1.86348, 1.97672], [-8.23322, -3.46670, 2.57623], [-5.40766, -3.74546, 3.43264], [-6.89795, -3.37937, 4.42157], [-6.36773, -1.10702, 4.42755], [-3.64130, -2.50749, 4.51741], [-4.04362, -2.82671, 6.95167], [-5.31961, -3.81964, 6.04655], [-5.77532, -1.26213, 7.88706], [-6.97155, -1.61343, 6.46055], [-6.67793, -2.87938, 7.75656], [-3.01778, -0.87400, 6.21030], [-4.60460, 0.05707, 6.19541], [-5.32853, 0.76774, 4.28816], [-3.19147, 2.12418, 2.77883], [-5.38772, 2.92048, 4.26405], [-4.75873, 3.97456, 2.89153], [-6.59749, 3.50072, 1.42394], [-7.06024, 1.83780, 2.26423], [-7.47925, 3.44498, 3.04273], [-5.89602, -0.53072, 2.19443], [-4.42903, -1.64199, 0.84798], [-3.90749, -2.80279, 2.15314], [-2.35429, -0.00561, 1.88469], [-1.87167, -1.69325, 2.60201], [-1.78082, -2.68886, 0.26253], [-2.47019, -1.14994, -0.48631], [-0.49983, -0.13774, -0.29151], [0.27558, -2.34523, -1.11605], [0.36473, -2.87848, 0.66320], [2.26222, -1.84756, -2.33499], [4.88535, -1.23731, -2.41389], [6.26342, -0.64041, -0.11733], [4.86890, -0.61514, 2.24167], [2.09370, -0.18844, 2.76590], [-0.95194, 3.07860, 4.97824], [-0.82851, 2.27446, 3.40902], [-0.92962, 4.83529, 4.79479], [-1.88640, 2.78410, 5.45465], [-0.10996, 2.77544, 5.59882], [7.67718, 0.18933, 3.93148], [7.79532, 0.71002, 2.24804], [6.04442, -0.37348, 4.31338], [8.37998, -0.62405, 4.10029], [7.92248, 1.02947, 4.57956], [1.77365, 2.00884, -2.79985], [0.21576, 1.62628, -3.54447], [2.35833, 0.66566, -1.80097], [2.49988, 2.20602, -3.58511], [1.65812, 2.89345, -2.17371], [-1.03535, 5.81696, 0.88672], [-0.91317, 6.31719, -0.80353], [-2.67975, 5.30271, 1.28436], [-0.35356, 4.98548, 1.06017], [-0.76349, 6.65638, 1.52497], [3.75345, 2.70699, -6.42354], [2.01117, 2.83555, -6.14108], [4.58624, 2.03303, -5.01480], [3.92613, 2.05716, -7.27919], [4.15279, 3.69917, -6.62839], [-0.41791, -2.51782, 7.37081], [-0.83330, -1.55834, 5.94482], [-1.73893, -2.52030, 8.54649], [-0.21725, -3.54252, 7.06163], [0.46962, -2.09255, 7.83687], [7.06145, 4.76142, -5.36597], [7.25536, 4.00182, -6.95223], [7.05453, 6.52427, -5.49808], [6.11743, 4.43514, -4.93079], [7.88807, 4.45757, -4.72300], [9.67647, 2.87344, -2.17095], [8.78213, 4.31640, -2.66333], [8.57840, 1.57218, -1.69351], [10.28630, 2.53316, -3.00663], [10.31542, 3.12440, -1.32657], [11.21574, -1.84891, 2.89772], [10.27364, -0.80874, 1.81959], [10.63544, -1.74521, 4.56487], [11.13010, -2.88006, 2.55811], [12.25857, -1.53663, 2.86796], [11.08808, 7.16910, -1.18350], [10.85154, 7.29887, -2.93022], [10.94397, 5.49185, -0.64021], [12.08363, 7.53678, -0.93267], [10.33322, 7.77040, -0.67843], [2.57475, 3.30564, -10.11410], [1.44455, 4.25097, -9.13760], [4.24134, 3.55878, -9.58486], [2.33033, 2.24868, -10.01481], [2.48250, 3.60919, -11.15591], [-9.52541, 1.53237, 4.98814], [-8.44965, 0.23280, 4.45298], [-9.29192, 1.88841, 6.70187], [-9.31214, 2.42873, 4.40748], [-10.55749, 1.22457, 4.82713], [7.44672, 1.45539, -10.99264], [5.75840, 1.37625, -11.50625], [7.65449, 2.62105, -9.67922], [7.75812, 0.47192, -10.64380], [8.06214, 1.75838, -11.83881], [-11.63072, -3.15454, 3.17407], [-10.55633, -2.16056, 2.18253], [-10.70994, -4.26726, 4.19404], [-12.22832, -2.50349, 3.81034], [-12.28295, -3.73123, 2.51998], [9.78479, 5.15026, -11.12597], [9.97460, 4.38662, -12.70971], [9.77707, 6.91229, -11.26336], [8.84214, 4.82507, -10.68754], [10.61268, 4.84863, -10.48593], [-3.14021, -6.98846, -4.48071], [-4.87443, -6.82022, -4.17342], [-2.30594, -7.67110, -3.07997], [-2.99501, -7.64704, -5.33570], [-2.72236, -6.00624, -4.69650], [-6.60705, -3.72269, -4.72232], [-8.31170, -3.78192, -5.18497], [-6.33509, -2.54394, -3.43194], [-6.30125, -4.70681, -4.37104], [-6.01411, -3.43969, -5.59090], [15.41413, 8.23353, -1.42525], [14.60338, 8.97780, -2.80760], [14.24776, 7.47886, -0.33103], [16.10339, 7.47192, -1.78679], [15.96358, 9.00067, -0.88171]],
  "lowdin_charge": [-0.166, -0.250, -0.212, -0.221, -0.195, -0.186, -0.123, -0.064, -0.208, -0.185, -0.099, -0.164, -0.145, -0.273, -0.583, 0.781, -0.248, -0.169, -0.192, -0.149, -0.179, -0.217, -0.072, -0.213, -0.150, -0.242, -0.129, -0.050, -0.003, -0.190, -0.061, -0.026, 0.073, 0.080, 0.105, 0.101, 0.114, 0.112, 0.120, 0.110, 0.095, 0.124, 0.095, 0.060, 0.139, 0.146, 0.080, 0.170, 0.080, 0.119, 0.090, 0.055, 0.094, 0.045, 0.142, 0.133, 0.033, 0.117, 0.084, 0.067, 0.042, 0.073, 0.132, 0.103, 0.124, 0.071, 0.120, 0.116, 0.124, 0.101, 0.119, 0.134, 0.097, 0.089, 0.063, -0.007, 0.109, -0.999, 0.557, 0.521, 0.024, 0.032, -0.999, 0.471, 0.550, -0.055, 0.036, -0.983, 0.479, 0.722, -0.084, 0.031, -1.034, 0.515, 0.492, 0.020, 0.029, -1.025, 0.524, 0.560, 0.003, 0.001, -0.973, 0.590, 0.535, 0.035, 0.035, -1.059, 0.480, 0.516, -0.007, -0.085, -1.006, 0.552, 0.505, 0.039, -0.029, -0.986, 0.500, 0.540, 0.031, 0.029, -1.022, 0.502, 0.523, -0.097, 0.035, -0.995, 0.503, 0.508, 0.033, 0.031, -0.985, 0.548, 0.535, 0.021, 0.036, -0.984, 0.497, 0.490, 0.032, 0.019, -0.997, 0.531, 0.510, 0.030, 0.033, -1.050, 0.498, 0.506, -0.031, 0.030, -0.976, 0.564, 0.553, 0.032, 0.032, -1.048, 0.508, 0.483, -0.060, 0.031, -0.994, 0.517, 0.568, 0.031, 0.030],
  "charge": 1,
  "lumo_energy_ev": -1.569,
  "total_energy_ha": -21126.009238,
  "orbital_gap_ev": 7.62
}

=====

no.,E_HOMO (Eh)
1,-0.343
2,-0.338